1.
C5H17NO2 | ωB97M-V with the def2-TZVPD basis set

Last column: natural (NBO) charge in e.
Element x y z (Å)
C -1.246 -2.545 1.632  -0.6252
C 0.096 -1.855 1.603  -0.4084
C 0.013 -0.618 0.687  -0.3777
C 1.315 0.182 0.739  -0.4261
C 1.241 1.571 0.111  -0.2219
N 2.527 1.959 -0.522  -0.8426
H -1.732 -2.878 2.564  0.2162
H -1.284 -3.495 1.105  0.2133
H -2.057 -1.931 1.196  0.1951
H 0.358 -1.515 2.619  0.2004
H 0.926 -2.462 1.220  0.2037
H -0.797 0.005 1.101  0.1774
H -0.301 -0.886 -0.331  0.1990
H 2.023 -0.394 0.121  0.1941
H 1.716 0.038 1.749  0.2032
H 1.058 2.389 0.813  0.1952
H 0.432 1.608 -0.621  0.1961
H 3.296 1.682 0.072  0.3500
H 2.648 1.583 -1.450  0.3551
H -3.320 1.019 1.349  0.4624
H -2.550 0.822 0.120  0.4641
O -3.082 1.498 0.544  -0.9238
H -1.056 1.083 -5.710  0.4614
H 0.191 1.781 -5.658  0.4615
O -0.416 1.358 -5.053  -0.9226

Calculated values
SMILES   CCCCCN.O.O
Lowest unoccupied orbital energy   0.825 eV


2.
C5H18ClNaO8 | ωB97M-V with the def2-TZVPD basis set

Last column: Mulliken charge in e.
Element x y z (Å)
Na -0.448 -0.314 0.032  0.8680
Cl -2.926 -0.559 -0.893  2.1641
O -2.113 0.095 -1.953  -0.7343
O -3.102 -1.942 -1.051  -0.7017
O -2.316 -0.289 0.402  -0.7414
O -4.207 0.024 -0.936  -0.7849
C 0.964 1.942 1.259  -0.5721
C -0.502 2.078 0.881  -0.7137
O -0.680 1.244 -0.301  -0.4998
H 1.105 0.864 1.331  0.0757
H 1.241 2.347 2.232  0.3600
H 1.613 2.323 0.471  0.1996
H -0.686 3.149 0.809  0.4603
H -1.013 1.781 1.797  0.3819
H -0.541 1.806 -1.067  0.5199
C 0.195 -2.239 -1.266  -0.8351
O -0.695 -1.210 -1.240  -0.2908
H 0.875 -2.238 -0.413  0.3007
H -0.256 -3.206 -1.487  0.2723
H 0.809 -2.096 -2.155  0.2916
H -1.113 -1.372 -2.089  0.3875
C 0.943 -1.074 1.653  -0.7385
O -0.359 -0.496 1.605  -0.5816
H 1.220 -1.388 2.659  0.4397
H 0.827 -2.027 1.138  0.2208
H 1.790 -0.497 1.283  0.3144
H -0.366 0.102 2.356  0.3610
C 1.529 0.699 -1.141  -1.0427
O 1.271 -0.341 -0.202  -0.7902
H 2.295 0.392 -1.853  0.3393
H 0.617 1.119 -1.566  0.3391
H 2.036 1.567 -0.719  0.3558
H 1.993 -0.245 0.422  0.3752

Calculated values
Lowest unoccupied orbital energy   -0.317 eV


Number 1: HOMO-LUMO gap 9.7 eV. Number 2: HOMO-LUMO gap 8.7 eV.